(1)
Computed, not measured: 2 unconnected molecules or ions with the total composition C3H6N2OS, with ωB97M-V/def2-TZVPD.

Structure (XYZ):
```
13
Properties=species:S:1:pos:R:3:nbo_charge:R:1
C -2.2768 1.1423 2.0655 -0.72
C -1.8273 0.7742 0.6307 0.51
O -0.8368 0.2165 0.2904 -0.50
S -3.0398 1.5496 -0.5632 0.20
C -2.8646 0.5213 -1.8881 0.02
N -2.7356 -0.3569 -2.5936 -0.25
H -1.3982 1.4504 2.7271 0.26
H -3.0180 1.9547 1.9646 0.23
H -2.8314 0.3104 2.4580 0.26
N -0.4963 -1.7773 -1.8836 -1.10
H 0.4587 -2.1895 -1.8910 0.35
H -0.5875 -1.2939 -0.9822 0.38
H -1.0956 -2.5182 -2.1829 0.37
```

Calculated values
- HOMO: -8.940 eV
- Energy relative to the best compared isomer or geometry (same formula, charge and spin): 2.2010 eV
- Strongest force on any atom: 2.84 eV Å⁻¹
- LUMO energy: 0.3 eV

---

(2)
Computed, not measured: C3H6N2OS in the gas phase, with ωB97M-V/def2-TZVPD.

Structure (XYZ):
```
13
Properties=species:S:1:pos:R:3:nbo_charge:R:1
H 2.0176 -2.0573 -0.1999 0.33
N 2.0529 -1.0743 0.1274 -0.72
C 0.8284 -0.6453 0.2518 0.42
N -0.3730 -1.2987 0.0906 -0.75
S -1.7298 -0.2747 -0.2815 0.38
C -0.9442 1.1706 0.4898 -0.55
C 0.5998 0.8302 0.4117 0.04
O 1.3208 1.4501 -0.6580 -0.72
H -0.3422 -2.1821 -0.3606 0.40
H -1.1702 2.0409 -0.1351 0.26
H -1.2076 1.2891 1.5204 0.22
H 1.0337 1.1957 1.3745 0.19
H 2.1161 0.9859 -0.8765 0.50
```

Calculated values
- HOMO: -8.397 eV
- Energy relative to the best compared isomer or geometry (same formula, charge and spin): 1.9688 eV
- Strongest force on any atom: 2.56 eV Å⁻¹
- LUMO energy: 0.5 eV

---

(3)
Computed, not measured: a molecular structure, C3H6N2OS, with ωB97M-V/def2-TZVPD.

Structure (XYZ):
```
13
Properties=species:S:1:pos:R:3:nbo_charge:R:1
C -1.6434 0.9042 0.3648 -0.70
C -1.7566 -0.6284 -0.0240 0.40
C 1.1060 -0.2233 -0.0056 0.31
H -1.4721 1.3001 -0.7422 0.25
H -0.7860 1.0769 1.0261 0.23
H -2.5540 1.3282 0.7500 0.23
H 2.2817 -2.0733 -0.2479 0.37
H 3.1234 -0.6868 -0.2890 0.39
H 1.7626 1.4633 -0.6574 0.34
N 2.2781 -0.8605 0.3255 -0.81
N 0.7667 0.9671 -0.3420 -0.68
O -2.8638 -1.0860 -0.1832 -0.54
S -0.2427 -1.4816 0.0249 0.19
```

Calculated values
- HOMO: -9.447 eV
- Energy relative to the best compared isomer or geometry (same formula, charge and spin): 4.0592 eV
- Strongest force on any atom: 6.97 eV Å⁻¹
- LUMO energy: -0.2 eV

---

(4)
Computed, not measured: C3H6N2OS in the gas phase, with ωB97M-V/def2-TZVPD.

Structure (XYZ):
```
13
Properties=species:S:1:pos:R:3:nbo_charge:R:1
C 0.8803 -1.6194 0.2490 0.20
N -0.0822 -1.9831 -0.6289 -0.66
S -1.0435 -1.0293 -1.5730 0.39
C -0.9099 0.9102 -1.0935 -0.53
C -0.5935 1.1388 0.3325 -0.10
O 0.8920 0.8545 0.7072 -0.39
N 0.9548 -0.4824 1.1013 -0.37
H 1.5539 -2.5571 0.6210 0.20
H -1.7283 1.3446 -1.4884 0.23
H -0.0191 1.2157 -1.6209 0.22
H -1.2479 0.5400 0.9959 0.21
H -0.4503 2.2385 0.5945 0.21
H 1.7937 -0.5710 1.8035 0.38
```

Calculated values
- HOMO: -7.858 eV
- Energy relative to the best compared isomer or geometry (same formula, charge and spin): 5.2904 eV
- Strongest force on any atom: 5.58 eV Å⁻¹
- LUMO energy: 0.7 eV

---

(5)
Computed, not measured: C3H6N2OS in the gas phase, with ωB97M-V/def2-TZVPD.

Structure (XYZ):
```
13
Properties=species:S:1:pos:R:3:nbo_charge:R:1
C -1.0152 -1.3964 0.0990 0.24
N 0.2464 -1.6101 0.2402 -0.58
S 1.4922 -0.4657 -0.2111 0.39
C 1.0823 1.1503 0.3458 -0.60
C -0.2535 1.6145 -0.2654 -0.08
O -1.2782 0.9252 0.3513 -0.40
N -1.7343 -0.2074 -0.3518 -0.36
H -1.6483 -2.2130 0.3706 0.17
H 1.9533 1.7325 0.0440 0.24
H 1.0661 1.1867 1.3984 0.22
H -0.2574 1.4645 -1.3340 0.19
H -0.4856 2.6385 0.0084 0.19
H -2.7449 -0.2476 -0.2165 0.38
```

Calculated values
- HOMO: -8.432 eV
- Energy relative to the best compared isomer or geometry (same formula, charge and spin): 3.8783 eV
- Strongest force on any atom: 2.21 eV Å⁻¹
- LUMO energy: 0.9 eV

---

(6)
Computed, not measured: C3H6N2OS in the gas phase, with ωB97M-V/def2-TZVPD.

Structure (XYZ):
```
13
Properties=species:S:1:pos:R:3:nbo_charge:R:1
C 0.4211 -0.4007 -0.2839 0.48
C -1.3473 1.0220 0.0982 -0.44
C 1.1328 -1.6725 -0.1050 -0.66
N 0.8817 0.5308 -1.0475 -0.72
N -0.7345 -0.1436 0.5020 -0.63
O 0.6194 2.7834 -0.1515 -0.97
S -0.0962 1.9099 -1.0234 1.42
H -2.1537 0.7800 -0.5090 0.19
H -1.6973 1.5735 0.9993 0.23
H 0.4286 -2.3255 0.3847 0.22
H 1.7505 -1.4527 0.7118 0.24
H 1.5861 -2.0001 -0.9615 0.25
H -0.7912 -0.6045 1.3857 0.41
```

Calculated values
- HOMO: -9.167 eV
- Energy relative to the best compared isomer or geometry (same formula, charge and spin): 2.5277 eV
- Strongest force on any atom: 4.30 eV Å⁻¹
- LUMO energy: 0.7 eV

---

(7)
Computed, not measured: C3H6N2OS2 in the gas phase, with ωB97M-V/def2-TZVPD.

Structure (XYZ):
```
14
Properties=species:S:1:pos:R:3:nbo_charge:R:1
N 1.5867 0.8964 0.2822 -0.83
C 1.7472 -0.4587 0.0332 0.16
S 2.9526 -1.1495 -0.6100 0.00
N 0.5621 -1.2679 0.3288 -0.62
C -0.7331 -0.9323 0.1908 0.11
S -1.9313 -2.0744 -0.1816 -0.14
C -1.0920 0.5962 -0.1653 -0.14
O -2.2972 0.9384 -0.8163 -0.71
H 0.9075 1.3121 0.9462 0.41
H 2.2852 1.6956 -0.0432 0.43
H 0.7643 -2.3231 0.3534 0.45
H -0.3737 1.1247 -0.9002 0.23
H -1.2482 1.1385 0.8441 0.17
H -3.1301 0.5039 -0.2618 0.48
```

Calculated values
- HOMO: -8.791 eV
- Energy relative to the best compared isomer or geometry (same formula, charge and spin): 2.8732 eV
- Strongest force on any atom: 5.74 eV Å⁻¹
- LUMO energy: -0.2 eV

---

(8)
Computed, not measured: C3H6N2OS2 in the gas phase, with ωB97M-V/def2-TZVPD.

Structure (XYZ):
```
14
Properties=species:S:1:pos:R:3:nbo_charge:R:1
C 2.1592 -1.0369 -0.8671 -0.13
N 1.5222 -0.4149 0.1264 -0.16
O 1.5712 0.9264 0.0393 -0.36
C 0.3613 1.4184 0.5313 -0.20
S -1.1276 1.4901 -0.6434 0.25
C -2.0573 0.1364 0.0126 -0.03
N -1.3970 -0.7043 0.7224 -0.81
S -3.7203 -0.1568 -0.3480 -0.21
H 2.6688 -0.4786 -1.7125 0.19
H 2.0144 -2.1349 -1.1805 0.21
H -0.0508 1.1133 1.4679 0.22
H 0.4097 2.4451 0.6683 0.21
H -0.4377 -1.1419 0.3468 0.42
H -1.9161 -1.4615 0.8366 0.39
```

Calculated values
- HOMO: -8.331 eV
- Energy relative to the best compared isomer or geometry (same formula, charge and spin): 4.8102 eV
- Strongest force on any atom: 6.76 eV Å⁻¹
- LUMO energy: 0.2 eV

---

Please write out number 8 again, unchanged.
Computed, not measured: C3H6N2OS2 in the gas phase, with ωB97M-V/def2-TZVPD.

Structure (XYZ):
```
14
Properties=species:S:1:pos:R:3:nbo_charge:R:1
C 2.1592 -1.0369 -0.8671 -0.13
N 1.5222 -0.4149 0.1264 -0.16
O 1.5712 0.9264 0.0393 -0.36
C 0.3613 1.4184 0.5313 -0.20
S -1.1276 1.4901 -0.6434 0.25
C -2.0573 0.1364 0.0126 -0.03
N -1.3970 -0.7043 0.7224 -0.81
S -3.7203 -0.1568 -0.3480 -0.21
H 2.6688 -0.4786 -1.7125 0.19
H 2.0144 -2.1349 -1.1805 0.21
H -0.0508 1.1133 1.4679 0.22
H 0.4097 2.4451 0.6683 0.21
H -0.4377 -1.1419 0.3468 0.42
H -1.9161 -1.4615 0.8366 0.39
```

Calculated values
- HOMO: -8.331 eV
- Energy relative to the best compared isomer or geometry (same formula, charge and spin): 4.8102 eV
- Strongest force on any atom: 6.76 eV Å⁻¹
- LUMO energy: 0.2 eV